1.
# C34H45AsO8SSeTi

C34H45AsO8SSeTi as an isolated structure (ωB97M-V with the def2-TZVPD basis set, OMol25).

The geometry in XYZ format:
```
91
Properties=species:S:1:pos:R:3:lowdin_charge:R:1
Ti -0.57 1.70 -1.66 1.02
C -1.71 -3.08 4.12 -0.05
C -3.00 -2.80 3.33 -0.56
C -3.96 -1.98 4.20 -0.05
C -3.66 -4.14 3.01 -0.07
C -2.65 -2.01 2.06 -0.17
C -2.03 -0.77 2.17 -0.06
C -1.69 -0.06 1.04 -0.37
Se -0.77 1.62 1.19 1.24
C 1.00 0.89 1.26 -0.37
C 1.57 0.55 2.48 -0.06
C 2.83 -0.03 2.53 -0.17
C 3.48 -0.23 1.31 0.02
C 2.95 0.10 0.08 -0.07
C 1.66 0.68 0.05 -0.31
O 1.07 1.00 -1.10 -0.22
C 3.71 -0.15 -1.23 -0.53
C 5.08 -0.80 -0.97 -0.08
C 2.91 -1.09 -2.13 -0.03
C 3.97 1.19 -1.95 -0.03
C 3.50 -0.45 3.84 -0.56
C 2.63 -0.14 5.05 -0.07
C 3.77 -1.96 3.81 -0.05
C 4.83 0.31 3.99 -0.05
C -1.97 -0.53 -0.24 -0.31
O -1.62 0.19 -1.31 -0.22
C -2.62 -1.77 -0.38 -0.08
C -2.93 -2.47 0.78 0.03
C -2.93 -2.33 -1.78 -0.53
C -1.63 -2.49 -2.58 -0.03
C -3.60 -3.70 -1.70 -0.08
C -3.89 -1.38 -2.52 -0.03
H -1.94 -3.64 5.03 0.08
H -1.21 -2.15 4.41 0.07
H -1.01 -3.66 3.52 0.09
H -4.21 -2.53 5.11 0.08
H -4.88 -1.77 3.65 0.09
H -3.52 -1.02 4.48 0.08
H -3.89 -4.66 3.94 0.08
H -3.01 -4.78 2.41 0.09
H -4.60 -4.00 2.47 0.09
H -1.79 -0.35 3.14 0.10
H 1.00 0.75 3.38 0.09
H 4.46 -0.68 1.34 0.09
H 4.98 -1.78 -0.50 0.08
H 5.72 -0.17 -0.35 0.08
H 5.58 -0.95 -1.93 0.08
H 2.72 -2.04 -1.62 0.09
H 3.48 -1.30 -3.05 0.08
H 1.95 -0.66 -2.42 0.08
H 4.57 1.85 -1.32 0.09
H 3.04 1.70 -2.18 0.06
H 4.51 1.01 -2.88 0.09
H 1.68 -0.68 5.01 0.08
H 2.42 0.93 5.14 0.09
H 3.15 -0.45 5.96 0.08
H 2.84 -2.51 3.71 0.09
H 4.26 -2.27 4.74 0.08
H 4.42 -2.23 2.98 0.08
H 4.66 1.39 4.02 0.09
H 5.51 0.10 3.17 0.08
H 5.33 0.01 4.92 0.08
H -3.41 -3.43 0.67 0.08
H -0.95 -3.16 -2.07 0.09
H -1.14 -1.53 -2.73 0.07
H -1.86 -2.92 -3.56 0.09
H -2.96 -4.44 -1.22 0.08
H -3.81 -4.05 -2.72 0.08
H -4.55 -3.66 -1.16 0.08
H -3.46 -0.40 -2.65 0.08
H -4.83 -1.28 -1.96 0.09
H -4.13 -1.80 -3.50 0.08
O 1.66 3.06 -3.88 -0.25
As 0.04 2.89 -4.56 0.93
O 0.15 2.39 -6.10 -0.46
O -0.56 1.64 -3.49 -0.46
C -0.94 4.46 -4.27 -0.28
C -1.22 5.14 -5.46 -0.14
C -1.84 6.37 -5.47 -0.12
C -2.20 6.99 -4.23 -0.12
C -1.96 6.35 -3.05 -0.10
C -1.34 5.07 -3.01 -0.33
S -1.29 4.27 -1.53 0.56
O -1.63 5.15 -0.46 -0.28
O -2.14 2.99 -1.56 -0.40
O 0.06 3.59 -1.39 -0.41
H 2.28 2.71 -4.53 0.04
H -0.93 4.68 -6.39 0.09
H -2.05 6.87 -6.40 0.08
H -2.67 7.96 -4.21 0.09
H -2.24 6.79 -2.10 0.10
```

Calculated values
HOMO (spin up / spin down): -2.309 / -5.882 eV
⟨S²⟩: 0.762
Spin multiplicity: 2
Energy above the lowest of the compared OMol25 structures with the same formula, charge and spin: 17.6 kcal per mole
Kohn-Sham gap (spin up / spin down): 4.41 / 7.98 eV
E_LUMO (spin up / spin down): 2.10 / 2.10 eV
Total charge: -1

---

2.
# C5H11NOS

A 2-piece molecular cluster, C5H11NOS overall (ωB97M-V with the def2-TZVPD basis set, OMol25).

The geometry in XYZ format:
```
19
Properties=species:S:1:pos:R:3:nbo_charge:R:1
C -2.26 1.50 0.27 -0.16
C -2.42 0.71 -1.01 -0.47
C -3.39 0.85 0.06 -0.19
C 2.29 -1.83 0.94 -0.64
C 2.20 -0.29 0.92 -0.57
N 0.42 0.11 -1.34 -1.09
O 0.63 1.63 0.69 -0.99
S 0.46 0.25 0.40 1.40
H -0.34 0.61 -1.81 0.41
H -1.79 2.31 0.79 0.26
H -2.47 1.29 -1.94 0.17
H -1.82 -0.27 -1.14 0.17
H -4.18 0.25 0.37 0.22
H 1.31 -2.24 1.05 0.21
H 2.63 -2.09 -0.07 0.21
H 3.10 -2.15 1.61 0.22
H 2.82 0.08 0.03 0.24
H 2.34 0.16 1.90 0.24
H 0.46 -0.86 -1.73 0.38
```

Calculated values
HOMO: -8.463 eV
Energy above the lowest of the compared OMol25 structures with the same formula, charge and spin: 139.6 kcal per mole
Kohn-Sham gap: 9.25 eV
E_LUMO: 0.79 eV
Total charge: 0